[1]
{"formula": "C18H38N3O7TlV", "method": "wB97M-V/def2-TZVPD", "elements": ["Tl", "O", "V", "O", "N", "O", "O", "O", "C", "C", "C", "C", "C", "C", "N", "O", "C", "C", "C", "H", "H", "H", "H", "H", "H", "H", "H", "H", "H", "H", "H", "H", "H", "H", "H", "H", "H", "H", "C", "C", "C", "C", "C", "C", "N", "O", "C", "C", "C", "H", "H", "H", "H", "H", "H", "H", "H", "H", "H", "H", "H", "H", "H", "H", "H", "H", "H", "H"], "xyz": [[5.736, 29.604, -10.418], [2.623, 26.468, -14.502], [3.146, 27.871, -14.862], [1.886, 28.796, -15.190], [5.542, 30.219, -14.312], [4.443, 29.700, -14.700], [5.789, 30.295, -13.107], [6.373, 30.542, -15.155], [5.761, 33.468, -18.409], [7.282, 33.871, -18.501], [7.381, 35.329, -18.934], [7.062, 36.310, -17.827], [7.989, 36.092, -16.652], [7.925, 34.642, -16.137], [7.822, 33.710, -17.189], [7.938, 32.429, -16.778], [9.257, 34.403, -15.370], [6.748, 34.498, -15.107], [8.017, 32.989, -19.512], [5.277, 33.873, -17.523], [5.623, 32.386, -18.357], [5.304, 33.844, -19.321], [8.339, 35.533, -19.425], [6.693, 35.483, -19.768], [6.026, 36.090, -17.511], [7.007, 37.340, -18.172], [7.849, 36.753, -15.802], [9.011, 36.249, -17.017], [10.075, 34.155, -16.055], [9.548, 35.289, -14.815], [9.228, 33.507, -14.748], [5.982, 33.781, -15.431], [7.092, 34.224, -14.116], [6.181, 35.429, -15.073], [9.081, 33.209, -19.538], [7.507, 33.035, -20.469], [7.985, 31.947, -19.179], [7.115, 32.261, -16.248], [1.628, 33.391, -11.117], [3.069, 33.452, -11.615], [3.406, 34.818, -12.229], [3.457, 35.869, -11.118], [4.681, 35.544, -10.279], [4.615, 34.177, -9.614], [3.989, 33.177, -10.514], [3.741, 31.956, -9.914], [5.988, 33.642, -9.236], [3.736, 34.271, -8.344], [3.248, 32.368, -12.712], [1.199, 32.390, -11.009], [0.971, 33.930, -11.802], [1.458, 33.802, -10.117], [4.397, 34.742, -12.689], [2.624, 35.010, -12.961], [2.527, 35.727, -10.560], [3.425, 36.894, -11.477], [4.725, 36.290, -9.481], [5.563, 35.742, -10.895], [5.923, 32.845, -8.499], [6.497, 33.343, -10.156], [6.601, 34.450, -8.835], [3.702, 33.315, -7.819], [4.256, 34.946, -7.661], [2.749, 34.689, -8.517], [4.251, 32.486, -13.125], [2.426, 32.445, -13.418], [3.225, 31.376, -12.260], [3.132, 32.186, -9.184]], "lowdin_charge": [1.117, -0.203, 1.178, -0.219, -0.534, -0.119, -0.189, 0.056, 0.074, -0.439, -0.115, -0.141, -0.109, -0.434, 0.076, 0.134, 0.032, 0.051, 0.037, 0.087, 0.110, 0.123, 0.148, 0.145, 0.125, 0.141, 0.141, 0.145, 0.113, 0.117, 0.100, 0.080, 0.099, 0.107, 0.115, 0.122, 0.100, 0.128, -0.002, -0.490, -0.121, -0.146, -0.123, -0.480, -0.031, -0.096, -0.009, 0.010, -0.007, 0.101, 0.112, 0.086, 0.108, 0.133, 0.112, 0.130, 0.138, 0.129, 0.086, 0.089, 0.108, 0.092, 0.115, 0.093, 0.068, 0.106, 0.070, 0.119], "total_charge": 3, "e_homo_ev": -15.629, "total_energy_ha": -2514.69712, "spin_multiplicity": 1}

---

[2]
{"formula": "C18H38N5O2SSiY", "method": "wB97M-V/def2-TZVPD", "elements": ["Y", "N", "C", "C", "C", "C", "N", "C", "N", "N", "C", "O", "O", "H", "H", "H", "H", "H", "H", "H", "H", "H", "H", "H", "H", "H", "H", "S", "C", "C", "N", "C", "H", "H", "H", "C", "Si", "C", "C", "C", "C", "C", "C", "C", "C", "H", "H", "H", "H", "H", "H", "H", "H", "H", "H", "H", "H", "H", "H", "H", "H", "H", "H", "H", "H", "H"], "xyz": [[-0.421, 0.090, 0.145], [1.656, -1.216, -0.161], [1.693, -1.608, -1.601], [2.762, -2.637, -1.970], [2.749, -3.993, -1.256], [1.548, -4.900, -1.532], [1.291, -5.122, -2.950], [1.854, -6.042, -3.717], [2.667, -6.972, -3.214], [1.605, -6.040, -5.029], [0.263, -1.946, -2.071], [0.051, -2.669, -3.019], [-0.644, -1.299, -1.402], [2.545, -0.790, 0.091], [1.575, -2.052, 0.418], [1.940, -0.691, -2.147], [3.736, -2.175, -1.797], [2.693, -2.790, -3.048], [2.832, -3.867, -0.172], [3.659, -4.519, -1.556], [0.627, -4.479, -1.130], [1.670, -5.858, -1.025], [0.773, -4.365, -3.392], [2.845, -7.034, -2.228], [3.030, -7.710, -3.792], [0.953, -5.385, -5.426], [1.959, -6.763, -5.631], [-1.965, -0.583, 4.727], [-3.158, -0.976, 3.573], [-2.636, -0.910, 2.326], [-1.302, -0.551, 2.279], [-0.837, -0.349, 3.498], [-4.163, -1.236, 3.860], [-3.177, -1.133, 1.416], [0.178, -0.042, 3.707], [1.802, 3.122, -1.571], [0.325, 2.753, -0.452], [-1.269, 3.414, -1.296], [-1.338, 2.743, -2.674], [-1.279, 4.936, -1.486], [-2.517, 2.991, -0.517], [0.748, 3.446, 1.296], [1.895, 2.580, 1.831], [-0.432, 3.308, 2.263], [1.208, 4.908, 1.279], [1.989, 4.193, -1.684], [1.646, 2.714, -2.572], [2.716, 2.678, -1.172], [-0.508, 3.037, -3.318], [-2.265, 3.022, -3.184], [-1.330, 1.645, -2.613], [-0.425, 5.266, -2.079], [-1.251, 5.465, -0.533], [-2.185, 5.258, -2.010], [-2.556, 1.895, -0.346], [-3.426, 3.226, -1.079], [-2.598, 3.468, 0.458], [1.646, 1.501, 1.825], [2.128, 2.840, 2.869], [2.809, 2.694, 1.246], [-0.848, 2.288, 2.288], [-1.253, 3.979, 2.015], [-0.119, 3.540, 3.287], [2.070, 5.050, 0.625], [1.500, 5.239, 2.282], [0.415, 5.573, 0.936]], "nbo_charge": [2.041, -0.915, -0.164, -0.421, -0.421, -0.225, -0.575, 0.679, -0.767, -0.758, 0.807, -0.631, -0.902, 0.413, 0.388, 0.251, 0.234, 0.240, 0.211, 0.230, 0.223, 0.213, 0.457, 0.423, 0.429, 0.429, 0.426, 0.612, -0.411, -0.060, -0.657, -0.147, 0.284, 0.238, 0.252, -1.123, 0.790, -0.474, -0.603, -0.612, -0.566, -0.471, -0.583, -0.589, -0.614, 0.246, 0.239, 0.230, 0.222, 0.224, 0.186, 0.218, 0.209, 0.218, 0.132, 0.232, 0.221, 0.144, 0.224, 0.226, 0.160, 0.224, 0.218, 0.216, 0.215, 0.217], "total_charge": 2, "e_homo_ev": -12.173, "total_energy_ha": -1858.56965, "spin_multiplicity": 1}

---

[3]
{"formula": "C18H38O33S8", "method": "wB97M-V/def2-TZVPD", "elements": ["C", "C", "O", "H", "H", "H", "H", "H", "H", "C", "C", "O", "S", "O", "O", "O", "H", "H", "H", "H", "C", "C", "O", "S", "O", "O", "O", "H", "H", "H", "H", "C", "C", "O", "S", "O", "O", "O", "H", "H", "H", "H", "C", "C", "O", "S", "O", "O", "O", "H", "H", "H", "H", "C", "C", "O", "S", "O", "O", "O", "H", "H", "H", "H", "C", "C", "O", "S", "O", "O", "O", "H", "H", "H", "H", "C", "C", "O", "S", "O", "O", "O", "H", "H", "H", "H", "C", "C", "O", "S", "O", "O", "O", "H", "H", "H", "H"], "xyz": [[-16.761, 0.151, 22.765], [-16.549, -1.025, 21.783], [-17.499, -0.778, 20.722], [-16.358, -0.067, 23.774], [-17.814, 0.315, 22.682], [-16.246, 1.047, 22.370], [-16.697, -1.956, 22.310], [-15.531, -1.074, 21.493], [-17.488, -1.526, 20.102], [-10.093, 2.879, 17.242], [-9.993, 2.568, 18.680], [-8.538, 2.713, 18.900], [-7.808, 2.266, 17.536], [-7.288, 0.954, 17.633], [-7.105, 3.472, 17.144], [-9.022, 2.122, 16.564], [-10.040, 3.942, 17.041], [-11.043, 2.585, 16.749], [-10.296, 1.534, 18.924], [-10.452, 3.316, 19.339], [-17.500, 3.330, 15.817], [-17.975, 4.692, 15.578], [-16.822, 5.381, 15.011], [-15.508, 4.792, 15.804], [-15.481, 5.388, 17.141], [-14.447, 4.887, 14.853], [-15.968, 3.323, 16.053], [-17.608, 2.716, 14.951], [-17.918, 2.899, 16.733], [-18.252, 5.163, 16.517], [-18.722, 4.803, 14.799], [-10.113, -0.333, 22.734], [-10.947, -1.205, 23.699], [-11.113, -2.466, 23.001], [-9.818, -2.742, 22.192], [-10.175, -3.424, 20.987], [-8.890, -3.277, 23.144], [-9.465, -1.253, 21.835], [-9.379, 0.248, 23.305], [-10.779, 0.294, 22.154], [-11.958, -0.828, 23.852], [-10.450, -1.370, 24.652], [-15.480, -2.498, 16.226], [-14.347, -1.516, 16.212], [-14.703, -0.233, 15.703], [-16.310, -0.308, 15.583], [-16.694, 0.278, 14.357], [-16.772, 0.094, 16.898], [-16.559, -1.882, 15.440], [-15.801, -2.572, 17.255], [-15.186, -3.512, 15.898], [-13.546, -1.900, 15.548], [-13.949, -1.412, 17.190], [-19.323, 1.620, 20.239], [-18.245, 1.775, 19.221], [-18.018, 3.246, 19.098], [-19.472, 3.864, 19.211], [-20.054, 4.011, 17.885], [-19.322, 4.997, 20.087], [-20.213, 2.680, 19.942], [-18.996, 1.694, 21.248], [-19.900, 0.709, 20.126], [-18.443, 1.401, 18.238], [-17.319, 1.371, 19.555], [-12.592, 3.692, 26.489], [-13.206, 2.632, 27.415], [-13.616, 1.505, 26.593], [-12.853, 1.671, 25.175], [-13.753, 1.119, 24.217], [-11.467, 1.220, 25.329], [-12.862, 3.261, 25.104], [-11.514, 3.783, 26.625], [-13.094, 4.627, 26.489], [-14.045, 3.045, 27.960], [-12.527, 2.189, 28.166], [-14.717, 2.782, 19.602], [-14.160, 2.237, 18.360], [-12.988, 1.454, 18.776], [-13.123, 1.131, 20.291], [-12.219, 2.009, 21.004], [-13.115, -0.300, 20.426], [-14.548, 1.694, 20.529], [-15.807, 2.987, 19.457], [-14.233, 3.660, 20.022], [-13.761, 3.042, 17.719], [-14.835, 1.576, 17.835], [-11.048, 7.887, 18.552], [-12.423, 8.417, 18.340], [-13.107, 7.322, 17.604], [-12.705, 6.063, 18.415], [-12.677, 4.954, 17.541], [-13.458, 6.036, 19.620], [-11.232, 6.446, 18.836], [-10.600, 8.383, 19.420], [-10.456, 8.023, 17.634], [-12.346, 9.349, 17.818], [-12.912, 8.495, 19.316]], "lowdin_charge": [-0.062, -0.266, -0.090, 0.084, 0.049, 0.066, 0.105, 0.079, 0.095, -0.169, -0.146, -0.196, 0.592, -0.215, -0.248, -0.176, 0.123, 0.143, 0.132, 0.136, -0.085, -0.167, -0.184, 0.622, -0.253, -0.214, -0.208, 0.115, 0.100, 0.116, 0.148, -0.129, -0.148, -0.190, 0.566, -0.227, -0.231, -0.180, 0.138, 0.097, 0.104, 0.126, -0.138, -0.190, -0.162, 0.629, -0.196, -0.242, -0.168, 0.117, 0.149, 0.147, 0.121, -0.156, -0.135, -0.219, 0.619, -0.243, -0.225, -0.167, 0.116, 0.145, 0.107, 0.098, -0.122, -0.146, -0.189, 0.640, -0.221, -0.237, -0.183, 0.132, 0.120, 0.125, 0.138, -0.138, -0.126, -0.186, 0.557, -0.237, -0.221, -0.183, 0.136, 0.124, 0.112, 0.108, -0.132, -0.135, -0.159, 0.528, -0.228, -0.214, -0.181, 0.142, 0.142, 0.136, 0.133], "e_homo_ev": -10.564, "total_energy_ha": -6376.84395, "spin_multiplicity": 1}

---

> What is the formula in the third record?

C18H38O33S8